[1]
ORCA calculation (ωB97M-V/def2-TZVPD) on C36H40BrFeN3O9 as an isolated structure in a non-equilibrium geometry.

Last column: Löwdin spin population.
Atoms and positions in Å:
Br: -1.28845 6.97819 2.56143  0.0003
Fe: -0.87083 0.54149 -0.52904  3.7086
O: -0.48589 0.75740 1.41810  0.0422
O: -2.37868 2.57172 6.93477  0.0023
O: -2.57986 2.73732 0.00481  0.0101
O: -0.86388 -1.13150 4.76849  0.0011
O: -1.69031 -1.72278 2.82360  0.0012
O: 0.83761 1.70876 -0.78073  0.0419
O: -3.41762 -1.66924 -2.80749  0.0116
O: -2.45436 4.48497 5.82973  0.0016
O: -2.49899 -0.36045 -1.17947  0.0605
N: 1.33828 2.44160 0.18439  0.0000
N: -2.41103 3.24268 5.87294  0.0009
N: -1.55408 -0.91943 3.73342  0.0009
C: -0.31377 -1.93061 -4.51550  0.0005
C: 1.53327 -1.90666 1.63350  -0.0001
C: 1.63097 3.17043 1.06261  0.0086
C: -6.54021 -2.78275 -0.12933  0.0001
C: -5.64994 -2.31097 -1.11659  0.0006
C: 0.79240 -3.47997 -0.05326  0.0003
C: -2.15589 3.12059 3.46232  0.0005
C: -0.46221 5.23586 1.98402  0.0032
C: 4.33244 -0.31783 -0.95341  0.0011
C: -1.45707 1.13305 2.29198  0.0077
C: 0.78117 4.98660 2.63349  0.0012
C: 0.32940 -0.57557 -4.22847  0.0004
C: -2.38911 2.45506 4.63360  0.0041
C: -4.39973 -1.74903 -0.67732  0.0012
C: -2.42680 1.09549 4.67897  -0.0013
C: 3.24676 -3.17833 0.35313  0.0001
C: -1.88310 2.48012 2.29692  0.0041
C: -0.78332 0.46915 -4.16705  0.0016
C: 5.34737 -1.32863 -1.53302  0.0009
C: -6.16502 -2.71873 1.21443  0.0002
C: 1.87816 -1.42135 -0.87213  0.0099
C: 4.52663 -0.16285 0.60252  0.0001
C: -4.09977 -1.65301 0.68478  -0.0002
C: 0.72040 -1.21363 -1.69507  0.0174
C: -3.35740 -1.24249 -1.64784  0.0103
C: -1.88968 3.33865 1.05408  0.0009
C: 2.42190 -0.18908 -2.67221  0.0128
C: 1.84750 -2.44211 0.24201  0.0007
C: 1.36874 -0.22038 -5.29418  -0.0001
C: -4.91718 -2.25672 1.60242  0.0000
C: -1.03520 4.39913 0.89425  0.0018
C: -1.91609 0.46307 3.52868  0.0053
C: 2.92689 -0.70048 -1.43645  0.0113
C: 1.73192 4.10316 2.13598  0.0008
C: 1.11412 -0.64390 -2.90287  0.0092
C: 4.57557 1.14843 -1.47775  0.0006
H: 0.79617 -4.26214 0.73084  0.0000
H: 4.01819 -2.50745 0.69223  0.0000
H: 5.30446 -2.34263 -1.10707  0.0000
H: -6.88448 -3.05411 1.97886  0.0000
H: -2.30082 4.19277 3.54233  0.0001
H: 3.13462 -3.96265 1.07297  0.0000
H: 0.96271 -3.99467 -0.99098  0.0001
H: -0.23967 -1.73284 -1.52640  -0.0007
H: 3.75703 1.76916 -1.10195  0.0001
H: 3.54179 -3.65101 -0.54040  0.0000
H: 0.42057 -2.72315 -4.19889  0.0002
H: -0.45766 1.37330 -3.67263  0.0003
H: -1.20661 0.71503 -5.13503  0.0001
H: 3.60804 0.22010 1.13097  0.0000
H: 5.29671 0.61848 0.71211  0.0000
H: 2.08444 -1.00586 -5.52039  0.0000
H: -2.65263 0.55315 5.57361  -0.0001
H: 4.89742 -1.09870 1.09298  0.0000
H: 0.45407 -2.03411 1.97465  -0.0001
H: -1.61826 0.05291 -3.58943  0.0004
H: -3.20004 -1.13089 1.07231  -0.0002
H: -0.52647 -2.04921 -5.52219  0.0001
H: 2.64988 3.98254 2.69148  0.0002
H: 2.99526 0.19768 -3.54476  0.0006
H: -4.68837 -2.43117 2.62582  0.0000
H: 5.57321 1.46963 -1.12033  0.0001
H: -0.93084 4.83445 -0.08487  0.0002
H: 1.96870 0.65615 -5.02233  0.0000
H: -7.57572 -2.99787 -0.45006  0.0000
H: 5.13828 -1.40646 -2.61422  0.0002
H: 6.36429 -0.91007 -1.33016  0.0001
H: -1.22688 -2.09670 -3.93844  0.0000
H: 2.17837 -2.39290 2.35013  0.0000
H: -2.69740 3.41360 -0.76454  -0.0001
H: -6.02328 -2.23127 -2.15442  0.0000
H: 0.97871 0.01103 -6.26154  0.0000
H: -0.17998 -2.95632 -0.09448  -0.0003
H: 4.45271 1.27982 -2.58246  0.0001
H: 1.74883 -0.83425 1.75976  -0.0001
H: 1.13863 5.63221 3.41478  0.0001

The charge is -2. The calculation puts the total energy at -6074.62468 Ha. As for the LUMO energy (spin up / spin down): 3.571 / 3.560 eV. The value obtained for the max |F| is 4.4 eV/A. For the HOMO energy (spin up / spin down), the calculation gives -1.35 / -1.35 eV. The spin multiplicity is 5.

---

[2]
ORCA calculation (ωB97M-V/def2-TZVPD) on C36H40CeN6OS2 as an isolated structure in a non-equilibrium geometry.

Last column: Löwdin spin population.
Atoms and positions in Å:
Ce: -0.60247 -0.15899 0.12585  1.0110
S: -3.50110 -0.44376 -0.03869  -0.0035
S: -0.78571 -2.39533 1.91194  -0.0025
O: -0.31907 5.57102 4.31829  0.0000
N: 1.19629 0.54229 -0.95282  -0.0103
N: -1.72220 3.66922 2.72801  0.0012
N: -1.60710 -0.33585 -2.58794  0.0003
N: -0.59938 -2.88338 -1.17427  -0.0007
N: -1.43795 2.02316 0.90059  -0.0005
N: 0.90428 0.05909 2.13934  0.0003
C: 2.97654 2.99093 -2.90865  0.0000
C: 3.97157 -0.89670 5.74610  0.0000
C: -3.43383 -0.73779 -4.15370  0.0000
C: -3.93370 -0.60063 -1.74854  -0.0002
C: 1.74027 3.37881 -0.73420  0.0000
C: -1.45924 -3.75910 -0.44111  0.0002
C: -2.54227 -4.49197 1.58472  0.0000
C: 3.84708 0.81971 -3.46055  0.0000
C: 2.94837 -0.27426 5.08029  0.0002
C: 3.15771 0.25143 -2.39038  -0.0009
C: -0.12117 4.14169 4.52276  0.0001
C: -1.64765 -3.58158 0.95886  0.0000
C: 5.01460 -1.52818 5.07081  0.0001
C: 3.72929 2.18065 -3.76375  -0.0006
C: -3.14610 -5.55375 0.88725  0.0000
C: 4.02267 -0.85186 2.97989  0.0003
C: -2.79075 -5.77326 -0.43774  0.0001
C: -1.96773 -4.88384 -1.10072  0.0000
C: -5.29583 -0.65705 -2.10672  -0.0002
C: 5.08760 -1.40275 3.68971  0.0000
C: -1.38616 3.36646 4.10955  0.0001
C: -0.99454 -2.75804 -2.57610  0.0000
C: 2.16220 1.02863 -1.61319  -0.0016
C: -2.99360 -0.61749 -2.82759  -0.0001
C: -0.70286 -1.35310 -3.11449  0.0001
C: 2.93324 -0.30620 3.66731  0.0007
C: -1.87297 5.07970 2.47647  0.0001
C: -1.58499 2.81299 1.75882  0.0025
C: 0.80812 -3.28317 -1.01182  0.0003
C: 2.31322 2.49396 -1.81353  -0.0010
C: -0.61673 5.84378 2.94929  0.0000
C: -4.78837 -0.81110 -4.46307  -0.0001
C: 1.78806 0.01268 2.89112  0.0042
C: 3.57162 -1.09299 -1.83607  -0.0001
C: -1.25492 1.00245 -3.09188  0.0001
C: -5.71169 -0.78281 -3.43733  0.0000
H: -2.08379 5.24287 1.41293  0.0000
H: 2.24635 4.36401 -0.74069  0.0000
H: 2.90811 4.07612 -3.13843  0.0000
H: 1.46011 -2.47173 -1.39721  0.0001
H: 1.09028 -4.18280 -1.59190  0.0001
H: 0.65953 3.55374 -0.90306  0.0000
H: 4.64923 -1.14021 -1.61613  0.0000
H: -2.06503 -2.96698 -2.58114  0.0000
H: 0.03846 3.98581 5.61174  0.0000
H: 0.77342 3.79558 3.99473  0.0000
H: 1.01707 -3.47862 0.04309  0.0000
H: -6.03417 -0.52417 -1.33685  -0.0001
H: -0.32713 1.36774 -2.57500  0.0001
H: -0.74615 6.92324 2.82081  0.0000
H: -2.09632 1.69736 -2.93103  0.0000
H: 4.28218 2.62620 -4.59980  0.0000
H: -2.70066 -0.70622 -4.96253  0.0000
H: 3.97931 -0.84767 1.90543  0.0000
H: 4.03480 -0.85184 6.83127  0.0000
H: -2.74587 5.45302 3.07842  0.0000
H: -3.85307 -6.22683 1.35153  0.0000
H: -6.76700 -0.81513 -3.69319  0.0000
H: -5.10221 -0.83711 -5.49302  0.0000
H: -0.66434 -1.36093 -4.18751  0.0001
H: -2.71856 -4.37211 2.64856  0.0000
H: 1.84105 2.99136 0.27833  0.0000
H: -1.69869 -5.03215 -2.15776  0.0000
H: 3.07787 -1.26002 -0.87458  0.0000
H: 3.38005 -1.90031 -2.50064  0.0000
H: 5.76536 -2.04038 5.63165  0.0000
H: -2.22099 3.72416 4.74410  0.0000
H: -1.31308 2.28305 4.25444  0.0000
H: -3.15491 -6.65960 -0.94453  0.0000
H: -0.48794 -3.53010 -3.22372  0.0000
H: 2.14270 0.20695 5.62517  0.0000
H: 0.28819 5.59315 2.32777  0.0000
H: 4.53162 0.17456 -4.04047  0.0000
H: 0.30494 -1.03378 -2.80552  0.0000
H: -0.98627 0.91664 -4.14055  0.0000
H: 5.94282 -1.79061 3.16315  0.0000

The charge is -1. As for the energy relative to the best compared isomer or geometry (same formula, charge and spin): 14.44 kJ/mol. The calculation puts the total energy at -3071.12365 Ha. As for the LUMO energy (spin up / spin down): 1.717 / 1.717 eV. The value obtained for the max |F| is 4.3 eV/A. For the HOMO energy (spin up / spin down), the calculation gives -2.56 / -2.58 eV. The spin multiplicity is 2.

---

[3]
ORCA calculation (ωB97M-V/def2-TZVPD) on a 11-piece molecular cluster, C36H40ClF11N2O32Si overall in a non-equilibrium geometry.

Last column: Löwdin charge in e.
Atoms and positions in Å:
Cl: 4.54636 0.96820 -0.92256  0.3683
Si: 3.42621 2.71446 -0.68804  0.3741
F: 4.18160 -4.64263 -2.05117  0.0737
F: -1.28744 -6.91177 -2.28377  0.0715
F: 2.19428 5.33596 1.15015  0.1910
F: 4.32941 -3.27037 2.58589  0.0652
F: -7.96153 -3.86979 -8.79760  0.0801
F: -0.11960 0.26101 1.66206  0.0753
F: -3.53462 -1.83753 -2.09193  0.0856
F: -9.76240 -8.28114 -4.01228  0.0791
F: 2.22311 9.49334 3.95232  0.0765
F: -1.49891 5.56316 -1.77170  0.0715
F: 5.43870 4.85794 4.30113  0.0750
O: 3.65856 3.10730 7.97527  0.1851
O: 4.06859 2.17953 5.96271  0.0708
O: 5.32385 7.99675 3.99128  0.0650
O: -4.54875 -4.11701 -1.15445  0.1597
O: 3.92706 -6.50055 0.83702  0.0739
O: -2.77562 0.85583 -0.09753  0.0676
O: 0.31793 -2.73239 4.91447  0.1982
O: 0.48602 4.94210 2.34725  0.1426
O: -3.60571 5.01853 -1.16318  0.1349
O: -8.66685 -3.98048 -6.65537  0.1259
O: -6.80808 -6.51561 -4.04081  0.0816
O: -2.81819 -5.55968 -1.31565  0.1290
O: 3.75243 8.64001 2.52678  0.1301
O: 5.03627 -0.57519 4.61348  0.0709
O: 3.56049 -8.54780 -0.03079  0.1866
O: -0.86987 1.55742 -1.06154  0.1392
O: 5.74860 7.88716 1.78164  0.1794
O: 1.17788 -0.65839 4.72138  0.0586
O: 3.67423 -6.73730 -1.37925  0.1322
O: 4.74267 4.28029 6.37470  0.1291
O: -4.28882 -5.38421 -2.99405  0.0710
O: -0.25995 -1.41748 3.16827  0.1403
O: -1.88713 -0.32409 -1.77426  0.1492
O: 3.27872 2.10057 1.99070  0.0613
O: -5.35922 -8.13926 -3.45790  0.1545
O: -3.18206 3.90038 0.73205  0.0744
O: -5.27579 3.93319 -0.09364  0.1763
O: -8.80969 -3.48132 -4.45759  0.1717
O: -7.57820 -8.53982 -3.49034  0.1422
O: 5.99050 -1.79291 2.98809  0.1421
O: -7.94355 -1.99641 -5.90998  0.0845
O: 7.00138 0.08508 3.73846  0.1844
N: 5.84272 4.09911 -1.27237  -0.0482
N: 1.33673 3.17788 1.31675  0.1721
C: -1.76232 0.77178 -0.98648  -0.5440
C: -3.94750 -4.93762 -1.76512  -0.5478
C: -3.71415 -0.18468 -0.40920  -0.0274
C: -3.24685 -6.25439 -3.44698  -0.0642
C: 2.29774 2.71681 -3.27755  -0.2532
C: -2.62039 -6.69086 -2.15122  -0.3052
C: 4.58720 2.70542 4.73568  -0.0641
C: 1.12064 0.32134 3.67976  -0.0701
C: 3.70760 -7.38307 -0.17424  -0.5431
C: 5.43209 3.85231 5.21143  -0.3012
C: 4.19027 -5.22353 0.24846  -0.0621
C: 6.09998 -0.68258 3.77469  -0.5406
C: 4.10528 -1.60066 4.25525  -0.0412
C: -1.92157 4.35003 0.21939  -0.0542
C: 4.24504 8.54614 4.75255  -0.0515
C: 3.52986 -5.35711 -1.10007  -0.3144
C: 1.93684 2.69855 -1.83384  -0.2933
C: -2.84538 -1.17069 -1.14682  -0.3074
C: -8.51969 -3.15042 -7.79581  -0.3126
C: 1.30530 4.51761 1.61758  -0.6130
C: 4.10924 3.17842 6.88344  -0.5425
C: -2.33793 5.45885 -0.70899  -0.3026
C: 5.01983 8.15054 2.67689  -0.5489
C: 2.15837 3.78453 -4.01895  -0.0022
C: -6.47342 -7.76117 -3.64751  -0.5278
C: 3.10080 8.47607 3.77328  -0.3166
C: -8.69387 -7.66112 -3.45616  -0.3024
C: -8.50105 -3.17947 -5.56197  -0.5336
C: 4.48066 4.27622 -0.74779  -0.3374
C: -0.17622 -0.01849 2.99215  -0.3026
C: -8.21995 -6.50332 -4.29218  -0.0454
C: 0.40380 -1.70981 4.32936  -0.5377
C: 4.99140 -2.60858 3.57215  -0.2881
C: 2.67538 2.62026 1.11484  -0.4361
C: -4.13583 4.24977 -0.16471  -0.5488
C: -7.59134 -2.07282 -7.29533  -0.0481
H: 1.37673 1.79180 -1.60487  0.0601
H: 2.47081 -5.09256 -1.11427  0.1738
H: -4.50770 0.21734 -1.03995  0.1513
H: 6.45806 3.58745 5.47101  0.1795
H: 1.12896 1.32835 4.09338  0.1435
H: 5.45546 -3.33301 4.24272  0.1793
H: 3.76265 3.03813 4.10676  0.1187
H: -4.15420 -0.59921 0.49358  0.1462
H: -8.92408 -7.40835 -2.41996  0.1764
H: 3.76994 -4.42427 0.84497  0.1128
H: 4.48377 9.57292 5.03385  0.1452
H: -9.50073 -2.79252 -8.11257  0.1752
H: 5.26832 -5.07629 0.16439  0.1488
H: -7.74410 -1.11730 -7.79054  0.1420
H: 0.80379 2.68635 2.02463  0.1312
H: -3.08783 -7.56542 -1.69719  0.1739
H: -1.05911 0.45765 3.42285  0.1812
H: 4.55207 4.64382 0.27878  0.0666
H: -2.43981 6.43677 -0.23492  0.1752
H: 2.55864 7.52826 3.77695  0.1699
H: 5.16159 1.95561 4.19940  0.1173
H: -6.54312 -2.35990 -7.38912  0.1474
H: 3.99011 5.07746 -1.30508  0.0781
H: 2.71286 1.82823 -3.72898  0.0983
H: -1.26660 4.68920 1.01512  0.1089
H: -8.39922 -6.66445 -5.35656  0.1484
H: 1.29648 3.52826 -1.52819  0.0793
H: -2.33031 -1.88774 -0.50465  0.1782
H: 1.98133 0.20486 3.02053  0.1144
H: 4.06719 7.96356 5.65358  0.1409
H: -3.64207 -7.08027 -4.01596  0.1123
H: 6.55359 4.40365 -0.62807  0.0642
H: 2.67433 3.95061 -4.94847  0.0568
H: -8.66502 -5.55658 -3.99959  0.1139
H: -1.42797 3.52914 -0.29730  0.1101
H: -2.55105 -5.68841 -4.07082  0.1476
H: 3.35678 -1.18922 3.58259  0.1187
H: 6.02786 3.17235 -1.62213  0.0120
H: 3.60837 -2.00146 5.13493  0.1498
H: 1.51104 4.57889 -3.67089  0.0612

The charge is 0. The calculation puts the total energy at -5761.39377 Ha. As for the LUMO energy: -0.429 eV. The structure (SMILES) is C=CC[Si@@](Cl)(CN)C(=O)NC(=O)F.O=C1OC[C@@H](F)O1.O=C1OC[C@@H](F)O1.O=C1OC[C@@H](F)O1.O=C1OC[C@@H](F)O1.O=C1OC[C@@H](F)O1.O=C1OC[C@@H](F)O1.O=C1OC[C@@H](F)O1.O=C1OC[C@@H](F)O1.O=C1OC[C@@H](F)O1.O=C1OC[C@@H](F)O1. The value obtained for the max |F| is 2.4 eV/A. For the HOMO energy, the calculation gives -9.37 eV.